Computed, not measured: a cluster of 10 separate species, C38H70O30 in total, with wB97M-V/def2-TZVPD.

```
! wB97M-V def2-TZVPD RIJCOSX def2/J DEFGRID3
* xyz 0 1
C 3.95 0.80 -0.39
C 3.67 -0.66 -0.06
C 4.55 -1.59 -0.94
O 5.35 -2.31 -0.01
C 5.05 -1.94 1.25
O 5.54 -2.41 2.23
O 4.13 -0.95 1.26
H 3.37 1.12 -1.25
H 5.02 0.99 -0.51
H 3.59 1.41 0.44
H 2.61 -0.87 -0.18
H 5.18 -1.07 -1.65
H 3.95 -2.30 -1.51
C 4.13 3.84 4.23
C 3.42 3.59 5.55
C 1.97 4.10 5.59
O 1.19 2.90 5.57
C 1.97 1.81 5.74
O 1.58 0.70 5.84
O 3.27 2.17 5.73
H 3.51 3.48 3.41
H 5.13 3.43 4.25
H 4.18 4.92 4.08
H 4.05 3.93 6.37
H 1.68 4.61 4.67
H 1.79 4.73 6.46
C -3.16 -6.70 3.65
C -2.21 -5.60 3.24
C -2.90 -4.42 2.49
O -2.62 -3.29 3.31
C -1.62 -3.62 4.16
O -0.89 -2.86 4.72
O -1.59 -4.96 4.35
H -3.94 -6.32 4.30
H -2.62 -7.50 4.17
H -3.57 -7.21 2.77
H -1.41 -5.97 2.60
H -3.98 -4.53 2.46
H -2.50 -4.32 1.48
C 3.19 -5.82 -1.38
C 3.72 -5.75 0.04
O 2.76 -5.11 0.87
C 2.39 -5.72 2.00
O 2.77 -6.79 2.38
O 1.54 -4.98 2.71
C 1.30 -3.61 2.42
H 2.27 -6.41 -1.41
H 3.91 -6.30 -2.04
H 3.00 -4.81 -1.74
H 4.69 -5.26 0.07
H 3.87 -6.76 0.43
H 2.07 -3.13 1.83
H 1.23 -3.09 3.38
H 0.31 -3.50 1.98
C -0.38 3.76 -8.88
C 0.22 2.38 -8.95
O 0.82 2.08 -7.69
C 1.08 0.80 -7.45
O 0.65 -0.15 -8.05
O 1.91 0.73 -6.40
C 2.02 -0.50 -5.75
H -0.99 3.93 -9.77
H 0.38 4.54 -8.88
H -1.00 3.93 -8.01
H 0.96 2.33 -9.75
H -0.54 1.65 -9.22
H 2.99 -0.62 -5.27
H 1.92 -1.38 -6.39
H 1.22 -0.65 -5.01
C 3.08 9.29 -2.93
C 1.80 8.83 -3.63
O 1.16 7.79 -2.90
C -0.08 8.03 -2.44
O -0.71 9.03 -2.58
O -0.59 6.97 -1.82
C 0.20 5.83 -1.52
H 2.84 9.56 -1.90
H 3.56 10.02 -3.56
H 3.72 8.41 -2.81
H 2.02 8.49 -4.64
H 1.13 9.69 -3.70
H -0.14 5.40 -0.58
H 1.26 6.05 -1.44
H 0.03 5.07 -2.29
C -3.20 -1.16 0.65
C -4.58 -1.77 0.57
O -5.52 -0.69 0.40
C -6.80 -1.05 0.45
O -7.21 -2.18 0.50
O -7.55 0.05 0.42
C -8.92 -0.13 0.70
H -3.08 -0.49 1.51
H -3.01 -0.49 -0.20
H -2.46 -1.95 0.69
H -4.81 -2.34 1.46
H -4.66 -2.41 -0.31
H -9.47 -0.65 -0.08
H -9.37 0.85 0.87
H -9.09 -0.64 1.65
C -0.35 1.52 -2.51
C 0.09 0.46 -1.50
O -0.02 0.97 -0.19
C 0.09 0.09 0.81
O 0.28 -1.10 0.68
O -0.25 0.72 1.91
C -0.37 -0.02 3.13
H -0.07 1.15 -3.49
H 0.02 2.52 -2.29
H -1.44 1.52 -2.43
H 1.07 0.04 -1.73
H -0.57 -0.39 -1.68
H -1.43 -0.22 3.32
H 0.09 0.42 4.00
H 0.04 -1.03 3.00
C -3.12 2.31 1.16
O -2.51 3.61 1.09
C -2.13 4.22 2.21
O -1.57 5.27 2.22
O -2.44 3.49 3.30
C -2.11 4.08 4.55
H -3.91 2.27 1.91
H -2.31 1.62 1.38
H -3.60 2.15 0.20
H -2.70 3.56 5.30
H -2.34 5.14 4.63
H -1.06 3.93 4.80
C 0.36 -3.37 -1.53
O 0.18 -4.43 -0.59
C -0.76 -5.33 -0.83
O -1.61 -5.27 -1.68
O -0.59 -6.33 0.04
C -1.52 -7.39 -0.04
H -0.59 -2.88 -1.71
H 0.70 -3.81 -2.47
H 1.10 -2.69 -1.12
H -0.98 -8.33 0.12
H -1.91 -7.48 -1.05
H -2.34 -7.28 0.67
*
```

Results
**LUMO**: 0.0011 hartree
**Structure (SMILES)**: C[C@H]1COC(=O)O1.C[C@H]1COC(=O)O1.C[C@H]1COC(=O)O1.CCOC(=O)OC.CCOC(=O)OC.CCOC(=O)OC.CCOC(=O)OC.CCOC(=O)OC.COC(=O)OC.COC(=O)OC
**Kohn-Sham gap**: 10.4 eV

=====

Computed, not measured: a structure of composition C51H45Cl2EuN3O3P2S, with wB97M-V/def2-TZVPD.

```
! wB97M-V def2-TZVPD RIJCOSX def2/J DEFGRID3
* xyz 0 8
Eu 1.14 -1.17 1.75
S 1.62 0.04 4.52
C 3.19 -0.06 3.87
C 4.29 0.72 4.41
C 5.54 0.62 3.94
C 5.82 -0.32 2.93
C 4.70 -0.92 2.35
N 3.45 -0.81 2.81
H 4.03 1.39 5.23
H 6.28 1.28 4.37
H 6.75 -0.43 2.36
H 4.84 -1.58 1.53
C -4.10 -1.09 -4.24
C -3.28 -0.05 -3.40
C -3.69 1.38 -3.67
C -1.80 -0.27 -3.68
C -1.30 -0.31 -5.00
C 0.05 -0.45 -5.30
C 0.89 -0.75 -4.28
C 0.45 -0.78 -2.95
P 1.72 -0.84 -1.63
C 2.52 0.76 -1.84
C 3.74 0.94 -1.19
C 4.39 2.19 -1.38
C 3.83 3.24 -2.10
C 2.55 3.06 -2.58
C 1.91 1.85 -2.46
C 2.97 -1.93 -2.40
C 3.08 -3.31 -2.04
C 4.13 -4.09 -2.46
C 5.20 -3.53 -3.14
C 5.08 -2.20 -3.54
C 3.98 -1.39 -3.22
C -0.93 -0.59 -2.65
O -1.32 -0.60 -1.30
C -2.66 -0.55 -0.95
C -3.07 -0.64 0.41
C -4.43 -0.72 0.69
C -5.36 -0.56 -0.29
C -4.95 -0.31 -1.57
C -3.62 -0.30 -1.94
P -1.99 -0.52 1.84
C -2.95 -1.31 3.21
C -3.42 -0.56 4.30
C -4.15 -1.21 5.32
C -4.36 -2.64 5.24
C -3.74 -3.35 4.23
C -2.98 -2.70 3.26
C -2.11 1.28 2.19
C -1.15 1.76 3.12
C -1.19 3.10 3.50
C -2.24 3.92 3.04
C -3.17 3.40 2.16
C -3.16 2.08 1.76
H -3.86 -1.00 -5.28
H -5.15 -0.90 -4.20
H -3.93 -2.13 -3.87
H -3.49 1.69 -4.68
H -3.12 2.06 -3.02
H -4.73 1.54 -3.43
H -2.02 -0.04 -5.77
H 0.34 -0.25 -6.31
H 1.92 -0.94 -4.46
H 4.23 0.19 -0.58
H 5.44 2.25 -1.03
H 4.41 4.14 -2.28
H 2.07 3.82 -3.14
H 0.97 1.62 -2.95
H 2.27 -3.75 -1.44
H 4.12 -5.15 -2.15
H 6.07 -4.11 -3.35
H 5.85 -1.81 -4.20
H 4.04 -0.33 -3.44
H -4.71 -0.82 1.72
H -6.42 -0.51 0.07
H -5.68 -0.07 -2.31
H -3.28 0.54 4.29
H -4.58 -0.60 6.11
H -4.99 -3.13 5.98
H -3.83 -4.46 4.15
H -2.52 -3.23 2.47
H -0.35 1.14 3.54
H -0.50 3.47 4.28
H -2.25 5.00 3.28
H -3.94 4.04 1.75
H -3.95 1.78 1.09
C -1.18 3.20 -1.23
C -0.12 2.90 -0.19
C 0.76 3.70 0.59
C 1.42 2.77 1.40
N 1.07 1.53 1.10
N 0.12 1.60 0.12
C 2.52 3.04 2.36
H -1.53 4.21 -1.12
H -1.98 2.46 -1.08
H -0.78 3.06 -2.22
H 0.81 4.79 0.59
H -0.40 0.79 -0.16
H 3.14 2.15 2.51
H 2.10 3.31 3.36
H 3.11 3.90 2.06
Cl -0.34 -6.22 2.49
C -0.10 -5.30 1.05
Cl 0.81 -6.28 -0.09
C 0.61 -3.92 1.25
O -0.08 -3.00 0.75
O 1.65 -3.84 1.91
H -1.04 -5.08 0.58
*
```

Results
**LUMO (alpha / beta)**: 0.0129 / 0.0129 hartree
**Expectation value of S²**: 15.76
**Relative energy (zero: lowest compared OMol25 entry of this formula, charge and spin)**: 8.6 kcal per mole
**Kohn-Sham gap (alpha / beta)**: 7.2 / 7.4 eV

=====

Computed, not measured: a structure of composition C4H4N2NiO3S, with wB97M-V/def2-TZVPD.

```
! wB97M-V def2-TZVPD RIJCOSX def2/J DEFGRID3
* xyz 2 3
O 0.79 2.70 -2.12
C 0.81 1.57 -1.88
Ni 0.05 -0.13 -1.50
C 1.40 -1.02 -2.19
C -0.99 -1.56 -1.87
O 2.33 -1.47 -2.74
O -1.93 -2.18 -2.12
N 0.00 1.32 2.20
C -0.51 0.34 1.43
N -0.34 -0.91 1.89
S -1.40 0.69 -0.01
H 0.76 1.11 2.86
H -0.02 2.26 1.80
H -0.80 -1.66 1.37
H -0.15 -1.08 2.88
*
```

Results
**LUMO (alpha / beta)**: -0.3456 / -0.4569 hartree
**Expectation value of S²**: 2.02
**Kohn-Sham gap (alpha / beta)**: 8.6 / 7.2 eV

=====

Computed, not measured: a structure of composition C42H34BrN5TeZr, with wB97M-V/def2-TZVPD.

```
! wB97M-V def2-TZVPD RIJCOSX def2/J DEFGRID3
* xyz 2 1
Zr -0.84 0.57 -0.12
C 4.90 2.67 -4.07
C 3.92 2.09 -3.09
C 4.26 1.91 -1.75
C 3.35 1.40 -0.86
C 2.06 1.03 -1.25
N 1.16 0.53 -0.26
C 1.71 -0.18 0.85
C 2.62 -1.21 0.66
C 3.18 -1.88 1.73
C 2.83 -1.57 3.05
C 3.42 -2.30 4.22
C 1.88 -0.59 3.24
C 1.33 0.10 2.16
N 0.32 1.09 2.45
C 0.42 2.14 3.28
C -0.86 2.60 3.51
C -1.70 1.75 2.79
N -0.98 0.82 2.15
C 1.69 1.23 -2.58
C 2.64 1.74 -3.47
N 0.39 0.92 -3.11
C 0.00 1.09 -4.39
C -1.30 0.65 -4.51
C -1.65 0.22 -3.25
N -0.63 0.38 -2.39
H 5.92 2.45 -3.77
H 4.74 2.28 -5.08
H 4.79 3.75 -4.12
H 5.26 2.18 -1.40
H 3.63 1.26 0.18
H 2.93 -1.46 -0.35
H 3.91 -2.66 1.54
H 4.35 -2.80 3.96
H 3.62 -1.61 5.04
H 2.73 -3.06 4.59
H 1.54 -0.34 4.24
H 1.37 2.48 3.65
H -1.15 3.44 4.12
H -2.77 1.78 2.68
H 2.38 1.88 -4.51
H 0.63 1.50 -5.15
H -1.90 0.64 -5.41
H -2.58 -0.20 -2.90
Br -3.72 0.70 -0.24
C -3.83 2.63 -0.35
C -5.07 3.20 -0.36
C -5.16 4.60 -0.45
C -4.02 5.35 -0.52
C -2.74 4.75 -0.51
C -1.55 5.53 -0.60
C -0.32 4.94 -0.58
C -0.22 3.53 -0.47
C -1.33 2.71 -0.40
C -2.61 3.34 -0.42
H -5.96 2.59 -0.30
H -6.13 5.07 -0.46
H -4.08 6.43 -0.60
H -1.65 6.60 -0.68
H 0.58 5.53 -0.64
H 0.78 3.11 -0.47
Te -1.59 -2.42 -0.10
C -1.66 -3.03 1.92
C -2.92 -3.17 2.50
C -3.01 -3.51 3.84
C -1.85 -3.71 4.59
C -0.60 -3.57 3.99
C -0.50 -3.22 2.65
C -0.92 -4.09 -1.19
C -1.90 -4.86 -1.80
C -1.52 -5.98 -2.53
C -0.17 -6.31 -2.64
C 0.79 -5.53 -2.02
C 0.43 -4.41 -1.29
H -3.81 -3.04 1.91
H -3.98 -3.64 4.30
H -1.93 -3.99 5.63
H 0.29 -3.74 4.57
H 0.47 -3.11 2.19
H -2.95 -4.60 -1.71
H -2.27 -6.59 -3.01
H 0.12 -7.18 -3.20
H 1.84 -5.79 -2.10
H 1.18 -3.80 -0.80
*
```

Results
**LUMO**: -0.2174 hartree
**Relative energy (zero: lowest compared OMol25 entry of this formula, charge and spin)**: 6.1 kcal per mole
**Kohn-Sham gap**: 7.2 eV

=====

Computed, not measured: an isolated molecule of C3H5NS, with wB97M-V/def2-TZVPD.

```
! wB97M-V def2-TZVPD RIJCOSX def2/J DEFGRID3
* xyz 0 1
S -3.24 0.02 0.00
C -1.63 0.02 0.00
C -0.43 0.92 0.04
C 0.44 -0.36 -0.02
N -0.85 -1.05 -0.01
H -0.31 1.34 -0.96
H -0.34 1.62 0.84
H 1.06 -0.46 -0.98
H 1.20 -0.67 0.71
H -1.19 -2.01 0.25
*
```

Results
**LUMO**: 0.0312 hartree
**Structure (SMILES)**: S=C1CCN1
**Relative energy (zero: lowest compared OMol25 entry of this formula, charge and spin)**: 18.2 kcal per mole
**Kohn-Sham gap**: 9.2 eV

=====

Computed, not measured: an isolated molecule of C15H30I2O3P2, with wB97M-V/def2-TZVPD.

```
! wB97M-V def2-TZVPD RIJCOSX def2/J DEFGRID3
* xyz 0 1
C -4.99 0.98 1.31
C -3.85 0.31 0.76
P -2.31 -0.69 0.13
C -0.76 -1.74 -0.24
C 0.48 -1.49 0.85
C 1.55 -0.34 0.38
P 3.29 -0.70 1.16
O 3.69 -2.24 0.89
O 3.32 -0.50 2.89
C 2.53 0.68 3.33
C 3.49 1.46 4.45
O 4.57 0.26 0.48
C 4.09 1.57 -0.01
C 3.86 1.54 -1.63
C -1.49 0.88 -0.58
C -2.50 1.96 -1.28
C -1.66 2.58 -2.59
I -2.89 3.76 -0.02
C -3.52 -1.88 -0.69
C -3.24 -2.40 -2.19
C -2.43 -3.87 -2.28
I -2.33 -1.00 -3.59
H -5.66 1.49 2.16
H -2.03 -0.93 1.55
H -0.35 -1.60 -1.33
H -1.08 -2.88 -0.05
H 1.10 -2.51 0.90
H 0.08 -1.31 1.94
H 1.67 -0.27 -0.79
H 1.16 0.70 0.79
H 1.56 0.33 3.89
H 2.32 1.46 2.48
H 4.15 2.29 3.90
H 2.81 1.92 5.28
H 4.26 0.67 4.86
H 3.13 1.98 0.53
H 4.98 2.34 0.21
H 4.28 0.56 -2.13
H 2.71 1.63 -1.82
H 4.47 2.44 -2.08
H -0.84 1.48 0.22
H -0.72 0.55 -1.42
H -3.49 1.51 -1.73
H -2.31 3.31 -3.24
H -1.08 1.76 -3.19
H -0.83 3.27 -2.09
H -4.60 -1.37 -0.68
H -3.64 -2.84 0.01
H -4.31 -2.66 -2.65
H -2.86 -4.43 -3.21
H -1.31 -3.56 -2.55
H -2.47 -4.47 -1.28
*
```

Results
**LUMO**: -0.0038 hartree
**Structure (SMILES)**: C#C[PH](CCCP(=O)(OCC)OCC)(C[C@H](C)I)C[C@H](C)I
**Kohn-Sham gap**: 8.6 eV

=====

Computed, not measured: an isolated molecule of C16H16O3, with wB97M-V/def2-TZVPD.

```
! wB97M-V def2-TZVPD RIJCOSX def2/J DEFGRID3
* xyz 0 1
C -1.42 3.09 1.84
O -0.21 2.89 1.10
C -0.24 1.66 0.48
C 0.52 0.58 1.00
C 0.64 -0.65 0.26
C -0.12 -0.77 -0.99
C 0.07 -1.92 -1.85
O -0.02 -3.08 -1.44
C -0.93 0.28 -1.39
C -1.95 0.35 -2.44
C -2.54 -0.76 -3.32
C -2.53 1.54 -2.12
O -1.87 2.34 -1.25
C -1.03 1.40 -0.67
C 1.67 -1.71 0.76
C 2.97 -1.26 0.14
C 1.78 -1.71 2.27
C 1.81 -0.29 2.91
C 1.26 0.80 2.22
H -1.31 3.86 2.64
H -1.53 2.13 2.37
H -2.24 3.33 1.22
H 0.08 -1.88 -2.98
H -3.56 -0.44 -3.61
H -1.87 -0.93 -4.12
H -2.57 -1.70 -2.69
H -3.43 1.92 -2.62
H 1.43 -2.69 0.38
H 3.29 -0.35 0.61
H 3.70 -2.03 0.49
H 2.92 -1.25 -1.01
H 0.95 -2.29 2.74
H 2.63 -2.28 2.59
H 2.33 -0.01 3.85
H 1.31 1.83 2.64
*
```

Results
**LUMO**: 0.0048 hartree
**Structure (SMILES)**: COc1c2c(c(C=O)c3c(C)coc13)[C@@H](C)CC=C2
**Relative energy (zero: lowest compared OMol25 entry of this formula, charge and spin)**: 55.7 kcal per mole
**Kohn-Sham gap**: 8.1 eV